The following is a DFT calculation (ωB97M-V/def2-TZVPD) of a molecular structure, C5H5O3Sc at a distorted geometry.

Relative energy (zero: lowest compared OMol25 entry of this formula, charge and spin): 7.2 kcal/mol
Charge: +1
Kohn-Sham gap (spin up / spin down): 6.95 / 7.40 eV
E_HOMO (spin up / spin down): -11.9934 / -12.6207 eV
Spin multiplicity: 2
Electronic energy: -1179.5751 Ha

Cartesian coordinates (Å):
O1 -0.283 2.289 -0.116
C1 -1.059 1.320 -0.210
O2 -1.316 0.561 0.860
Sc1 1.835 2.075 -0.082
H1 -1.808 1.303 -1.022
O3 2.896 -0.863 0.717
C2 1.936 -0.175 -0.003
C3 0.853 -0.805 -0.405
C4 -0.465 -0.931 -0.704
C5 -1.506 -0.800 0.397
H2 3.606 -0.259 0.947
H3 -0.796 -1.362 -1.655
H4 -2.526 -0.910 0.002
H5 -1.365 -1.443 1.274